Arrangement i

6
Properties=species:S:1:pos:R:3 method="wB97M-V/def2-TZVPD" smiles=S.S lumo_ev=0.868
S 1.95446 0.02502 0.00421
S -2.00746 -0.07168 -0.06055
H -1.81786 1.25175 -0.04178
H -3.00822 -0.01720 0.82721
H 3.11697 0.69077 0.07067
H 2.55709 -1.17878 0.04532

***

Arrangement ii

6
Properties=species:S:1:pos:R:3 method="wB97M-V/def2-TZVPD" smiles=S.S lumo_ev=0.884
S 1.50538 0.08159 -0.03944
S -1.48850 -0.06777 -0.05513
H 0.91588 -1.09997 -0.26904
H 2.33437 -0.42910 0.88226
H -2.40966 0.09037 0.90595
H -1.11072 1.21761 -0.00617

***

The most stable of them is arrangement i.

***

Arrangement i

19
Properties=species:S:1:pos:R:3 method="wB97M-V/def2-TZVPD" lumo_ev=-2.824
N -0.72915 -2.38927 -2.53078
N -0.88681 -0.40386 -0.68374
C 0.28821 -0.76441 0.18799
C 0.97110 1.19208 1.62989
C 0.69392 2.32046 0.53927
C 0.06027 -0.05609 1.47119
C -1.39664 -1.43624 -1.54815
H -1.56112 -0.30704 0.03577
H 2.05368 1.06620 1.50050
H -1.55466 -2.39121 -1.19634
H 0.16392 -0.59884 2.46066
H 0.80461 1.68660 2.55507
H -2.25811 -1.07723 -2.11187
H 0.14213 -2.18474 -2.95094
H -0.40923 2.45490 0.59607
H 0.34723 -1.84887 0.23486
H 1.17246 3.31063 0.66829
H 1.22233 -0.56164 -0.37090
H 0.87587 1.98856 -0.48684

***

Arrangement ii

19
Properties=species:S:1:pos:R:3 method="wB97M-V/def2-TZVPD" smiles="C=CC[C@@H](N)CN" lumo_ev=1.082
N -1.48690 -1.72308 -0.06147
N -0.28749 0.53438 -2.42885
C 1.11191 0.73729 1.23360
C 2.35367 0.38793 1.57149
C -0.47612 -0.69907 -0.26168
C -0.95156 0.52107 -1.08863
C -0.03812 -0.22745 1.13054
H 1.04084 1.67269 0.67173
H -0.71552 1.42055 -0.52039
H 0.40905 -1.17187 -0.68518
H 0.28945 -1.10057 1.69975
H -1.75843 -2.12636 -0.94754
H -0.83593 0.23403 1.72216
H -2.03081 0.46293 -1.20721
H 3.07631 1.05668 2.02332
H -0.66049 1.38067 -2.85786
H 2.57706 -0.66893 1.72767
H 0.67823 0.76236 -2.20015
H -2.29516 -1.45324 0.47870

***

Arrangement iii

19
Properties=species:S:1:pos:R:3 method="wB97M-V/def2-TZVPD" lumo_ev=0.878
N 0.26934 0.18100 0.28983
N -1.43545 -1.48582 -0.61455
C 0.02317 1.36542 1.13117
C 0.16516 1.03085 2.60825
C -1.23916 -2.27421 -1.55510
C 0.16618 0.36529 -1.13646
C 1.14689 0.03520 -1.98914
H -0.47212 0.18904 2.87958
H 1.01341 0.15224 -3.05114
H 0.70672 2.17506 0.84925
H 1.20501 0.79021 2.85682
H 1.15838 -0.25294 0.51813
H -0.99439 1.69418 0.90486
H -0.63526 -0.90281 0.29413
H -0.75285 0.84820 -1.43175
H -1.08803 -3.36543 -1.49847
H 2.01424 -0.52358 -1.67101
H -0.12499 1.88848 3.21177
H -1.12626 -1.91037 -2.59617

***

The most stable of them is arrangement ii.

***

Arrangement i

19
Properties=species:S:1:pos:R:3 method="wB97M-V/def2-TZVPD" lumo_ev=0.936
N 1.07275 -1.19041 -0.71749
N -0.02722 -0.87603 -0.17900
C 1.88146 -2.07054 -1.18158
C 1.58729 0.86415 0.76478
C 0.93242 0.13807 -0.46813
C 0.56703 1.23934 -1.46053
C -3.35991 -0.21136 1.46249
H -2.78009 -1.15915 1.79328
H 2.68551 0.87736 0.70169
H 1.59903 -3.08414 -1.02047
H -4.01933 -0.23920 0.54438
H 1.29066 0.52385 1.74099
H 2.96459 -1.81404 -1.45663
H -0.22556 1.75417 -0.92227
H -2.66358 0.61423 1.36333
H 1.08530 1.88997 0.75811
H -3.95611 0.03484 2.30666
H 1.30727 1.86967 -1.76358
H 0.05849 0.83922 -2.26603

***

Arrangement ii

19
Properties=species:S:1:pos:R:3 method="wB97M-V/def2-TZVPD" lumo_ev=0.669
N -0.97254 -2.46175 0.02099
N 1.12600 -0.53799 -0.91318
C 2.02681 0.57306 -0.70735
C -0.81957 1.53567 1.41212
C -1.07540 1.08128 -0.00045
C -0.66728 -0.11689 -0.59192
C -0.47080 -1.24877 0.27934
H 2.22107 1.15498 -1.61878
H -1.71407 1.48560 2.04634
H -1.12309 -0.34972 -1.55186
H -1.59639 1.78646 -0.63710
H -0.80385 -3.23135 0.64825
H -0.47530 2.57544 1.44243
H -0.11156 -1.08497 1.28550
H 1.56081 1.27887 -0.00687
H 2.99284 0.27043 -0.28505
H -0.04178 0.95347 1.91384
H 1.22733 -0.97897 -1.82399
H -1.28323 -2.68484 -0.91226

***

Arrangement iii

19
Properties=species:S:1:pos:R:3 method="wB97M-V/def2-TZVPD" smiles="C=CCCNCN" lumo_ev=1.167
N 0.26876 0.78863 0.94574
N 2.31342 1.31216 -0.22246
C -1.67491 -0.24154 -1.04408
C -1.61379 -0.77346 0.35638
C -0.21091 -0.58945 0.98909
C -1.39321 -0.95774 -2.13215
C 1.73047 0.97933 1.03841
H -0.39999 -0.82500 2.04361
H -2.30152 -0.12103 0.92181
H 2.07484 0.01590 1.44238
H -0.84333 -1.88918 -1.96513
H -1.79155 -0.99919 -3.14207
H 2.54954 2.26223 -0.39409
H -2.08575 0.76247 -1.11805
H -2.09039 -1.73668 0.46696
H 0.45719 -1.41582 0.72318
H 0.09335 1.05682 -0.02111
H 2.90668 0.65335 -0.69180
H 2.01111 1.71819 1.80339

***

Arrangement iv

19
Properties=species:S:1:pos:R:3 method="wB97M-V/def2-TZVPD" smiles="C=N[C@@H](C)N(C)C" lumo_ev=1.076
N -0.59620 -0.72672 0.34936
N 1.74032 -0.65226 0.15148
C -2.05696 0.08394 0.83470
C -0.82994 -1.41544 -0.90273
C 0.29951 1.41314 -0.70567
C 2.84001 -0.29830 0.61757
C 0.29501 0.32503 0.35315
H 0.37649 0.74533 1.36062
H -0.53036 2.09909 -0.54378
H 1.22213 1.98642 -0.62440
H 0.08965 -1.93049 -1.17806
H -1.88543 0.76665 1.66139
H -1.12970 -0.76024 -1.73024
H 3.72459 -0.92616 0.48514
H 2.93109 0.64641 1.18188
H -1.58299 -2.18469 -0.73118
H -2.50906 0.58936 -0.02255
H 0.24574 1.00931 -1.71401
H -2.64389 -0.77039 1.15732

***

The most stable of them is arrangement iii.